1.
C22H25N3O4 | ωB97M-V/def2-TZVPD

Its SMILES is COc1cccc(C2=NO[C@H](C(=O)N3CCN(c4ccccc4)CC3)C2)c1OC. Its multiplicity is 1. As for the HOMO-LUMO gap: 8.55 eV. Its relative energy (zero: lowest compared OMol25 entry of this formula, charge and spin) is 4.300 eV. Its charge is 0. As for the HOMO energy: -7.80 eV.

XYZ file:
```
54
Properties=species:S:1:pos:R:3:lowdin_charge:R:1
C 7.857 0.752 1.167 -0.08
O 6.694 0.079 0.754 -0.11
C 5.588 0.818 0.417 -0.19
C 5.577 2.205 0.416 -0.02
C 4.449 2.906 0.017 -0.08
C 3.325 2.227 -0.383 -0.03
C 3.295 0.829 -0.373 -0.08
C 2.066 0.176 -0.789 -0.19
N 1.061 0.865 -1.175 0.12
O 0.009 0.068 -1.523 -0.10
C 0.333 -1.318 -1.279 -0.18
C -0.594 -1.891 -0.191 -0.39
O -0.135 -2.407 0.813 0.06
N -1.915 -1.825 -0.431 -0.04
C -2.576 -1.146 -1.519 -0.12
C -3.305 0.100 -0.998 -0.14
N -4.237 -0.302 0.032 -0.11
C -5.375 0.458 0.285 -0.23
C -6.418 -0.092 1.038 -0.03
C -7.582 0.614 1.261 -0.09
C -7.748 1.884 0.733 -0.11
C -6.728 2.437 -0.019 -0.09
C -5.554 1.740 -0.240 -0.03
C -3.563 -0.965 1.128 -0.13
C -2.848 -2.213 0.608 -0.11
C 1.792 -1.307 -0.820 -0.03
C 4.429 0.108 0.038 -0.13
O 4.342 -1.250 -0.008 -0.09
C 5.092 -2.057 0.876 -0.06
H 7.680 1.353 2.065 0.10
H 8.578 -0.031 1.396 0.10
H 8.259 1.390 0.373 0.10
H 6.456 2.754 0.711 0.10
H 4.467 3.985 0.018 0.10
H 2.438 2.746 -0.707 0.11
H 0.178 -1.871 -2.213 0.16
H -1.866 -0.849 -2.286 0.11
H -3.312 -1.836 -1.948 0.13
H -3.852 0.550 -1.827 0.12
H -2.554 0.816 -0.628 0.13
H -6.323 -1.091 1.436 0.10
H -8.372 0.164 1.845 0.10
H -8.661 2.433 0.906 0.10
H -6.839 3.429 -0.433 0.10
H -4.768 2.211 -0.809 0.10
H -4.278 -1.239 1.901 0.11
H -2.810 -0.295 1.576 0.14
H -2.286 -2.699 1.407 0.12
H -3.576 -2.913 0.186 0.13
H 2.467 -1.826 -1.498 0.13
H 1.876 -1.753 0.173 0.12
H 4.589 -3.025 0.872 0.10
H 6.123 -2.180 0.538 0.09
H 5.089 -1.652 1.890 0.10
```

2.
C24H22CdCl4N3O2P2Se2 | ωB97M-V/def2-TZVPD

Its multiplicity is 1. As for the HOMO-LUMO gap: 6.31 eV. Its relative energy (zero: lowest compared OMol25 entry of this formula, charge and spin) is 0.000 eV. Its charge is -1. As for the HOMO energy: -4.11 eV.

XYZ file:
```
60
Properties=species:S:1:pos:R:3:lowdin_charge:R:1
Cd 0.073 -1.232 0.157 1.09
Se -2.320 -2.524 0.101 0.22
P -3.146 -0.528 0.121 0.07
Se -1.654 1.033 0.139 0.18
C -4.272 -0.343 1.545 -0.39
C -5.105 -1.403 1.896 -0.11
C -5.985 -1.277 2.958 -0.08
C -6.032 -0.094 3.687 -0.09
C -5.196 0.959 3.348 -0.09
C -4.317 0.837 2.278 -0.11
C -4.268 -0.313 -1.301 -0.39
C -4.320 0.887 -2.001 -0.11
C -5.196 1.033 -3.071 -0.09
C -6.021 -0.017 -3.444 -0.09
C -5.966 -1.220 -2.750 -0.08
C -5.090 -1.370 -1.687 -0.11
H -5.042 -2.339 1.355 0.07
H -6.625 -2.108 3.228 0.10
H -6.711 -0.001 4.525 0.10
H -5.219 1.878 3.920 0.10
H -3.653 1.651 2.018 0.05
H -3.665 1.699 -1.714 0.05
H -5.224 1.968 -3.617 0.10
H -6.696 0.094 -4.283 0.10
H -6.597 -2.048 -3.047 0.10
H -5.021 -2.320 -1.173 0.07
Cl 6.045 -4.051 -1.530 0.61
C 4.663 -3.518 -0.625 -0.74
C 4.668 -3.564 0.756 -0.74
Cl 6.058 -4.156 1.611 0.61
C 3.541 -3.119 1.461 -0.64
Cl 3.540 -3.119 3.199 0.65
C 2.386 -2.643 0.832 -0.48
O 1.363 -2.222 1.534 -0.31
C 2.384 -2.593 -0.620 -0.49
O 1.358 -2.115 -1.286 -0.32
C 3.530 -3.028 -1.290 -0.64
Cl 3.522 -2.903 -3.025 0.65
C 4.823 1.954 -1.365 -0.20
N 3.502 2.540 -1.597 -0.15
C 3.278 3.582 -0.596 -0.21
N 3.429 3.138 0.791 -0.16
C 4.754 2.530 0.934 -0.20
N 5.028 1.449 -0.009 -0.15
C 4.183 0.277 0.255 -0.30
P 2.366 0.638 0.107 0.99
C 2.456 1.509 -1.529 -0.32
C 2.376 2.176 1.153 -0.33
H 5.571 2.728 -1.552 0.12
H 4.979 1.139 -2.074 0.13
H 2.275 3.991 -0.729 0.12
H 4.005 4.379 -0.772 0.12
H 4.862 2.150 1.952 0.12
H 5.499 3.313 0.774 0.12
H 4.378 -0.103 1.261 0.10
H 4.435 -0.527 -0.439 0.09
H 1.484 1.963 -1.736 0.08
H 2.630 0.757 -2.301 0.09
H 2.500 1.884 2.198 0.09
H 1.400 2.662 1.071 0.07
```

3.
C16H20N4O4S2 | ωB97M-V/def2-TZVPD

Its SMILES is C=CCN1C(=O)[C@@H](CC(=O)NCC)S/C1=N\c1ccc(S(N)(=O)=O)cc1. Its multiplicity is 1. As for the HOMO-LUMO gap: 9.07 eV. Its relative energy (zero: lowest compared OMol25 entry of this formula, charge and spin) is 1.626 eV. Its charge is 0. As for the HOMO energy: -8.85 eV.

XYZ file:
```
46
Properties=species:S:1:pos:R:3:lowdin_charge:R:1
C 2.646 4.216 2.617 0.02
C 1.913 3.393 1.892 -0.15
C 0.768 2.599 2.443 -0.12
N 1.021 1.172 2.327 -0.02
C 1.209 0.402 3.438 -0.46
O 1.303 0.824 4.560 0.12
C 1.263 -1.079 3.089 -0.43
C -0.016 -1.768 3.582 -0.10
C -1.178 -1.235 2.743 -0.53
O -1.506 -0.066 2.781 0.08
N -1.754 -2.143 1.936 0.05
C -2.736 -1.792 0.932 -0.22
C -2.245 -2.162 -0.462 -0.07
S 1.389 -1.171 1.280 1.06
C 0.910 0.547 1.119 -0.55
N 0.501 1.144 0.091 0.14
C 0.334 0.599 -1.160 -0.29
C 1.273 -0.247 -1.757 -0.04
C 1.038 -0.748 -3.024 -0.05
C -0.124 -0.406 -3.687 -0.30
S -0.426 -1.056 -5.324 0.60
N 0.208 0.101 -6.351 -0.06
O 0.355 -2.240 -5.512 -0.29
O -1.836 -1.083 -5.562 -0.29
C -1.054 0.446 -3.120 -0.06
C -0.823 0.959 -1.861 -0.01
H 3.461 4.777 2.192 0.05
H 2.455 4.368 3.666 0.06
H 2.110 3.240 0.840 0.10
H 0.621 2.802 3.505 0.13
H -0.149 2.814 1.886 0.13
H 2.146 -1.539 3.536 0.12
H 0.080 -2.850 3.499 0.11
H -0.172 -1.493 4.628 0.13
H -1.399 -3.086 1.906 0.14
H -3.678 -2.306 1.151 0.12
H -2.895 -0.715 1.016 0.12
H -1.294 -1.677 -0.674 0.05
H -2.966 -1.846 -1.210 0.08
H -2.110 -3.239 -0.548 0.07
H 2.180 -0.500 -1.229 0.09
H 1.731 -1.422 -3.502 0.11
H 1.207 0.194 -6.293 0.07
H -0.277 0.981 -6.325 0.07
H -1.952 0.677 -3.671 0.11
H -1.534 1.615 -1.384 0.12
```

Repeat the second record exactly.
C24H22CdCl4N3O2P2Se2 | ωB97M-V/def2-TZVPD

Its multiplicity is 1. As for the HOMO-LUMO gap: 6.31 eV. Its relative energy (zero: lowest compared OMol25 entry of this formula, charge and spin) is 0.000 eV. Its charge is -1. As for the HOMO energy: -4.11 eV.

XYZ file:
```
60
Properties=species:S:1:pos:R:3:lowdin_charge:R:1
Cd 0.073 -1.232 0.157 1.09
Se -2.320 -2.524 0.101 0.22
P -3.146 -0.528 0.121 0.07
Se -1.654 1.033 0.139 0.18
C -4.272 -0.343 1.545 -0.39
C -5.105 -1.403 1.896 -0.11
C -5.985 -1.277 2.958 -0.08
C -6.032 -0.094 3.687 -0.09
C -5.196 0.959 3.348 -0.09
C -4.317 0.837 2.278 -0.11
C -4.268 -0.313 -1.301 -0.39
C -4.320 0.887 -2.001 -0.11
C -5.196 1.033 -3.071 -0.09
C -6.021 -0.017 -3.444 -0.09
C -5.966 -1.220 -2.750 -0.08
C -5.090 -1.370 -1.687 -0.11
H -5.042 -2.339 1.355 0.07
H -6.625 -2.108 3.228 0.10
H -6.711 -0.001 4.525 0.10
H -5.219 1.878 3.920 0.10
H -3.653 1.651 2.018 0.05
H -3.665 1.699 -1.714 0.05
H -5.224 1.968 -3.617 0.10
H -6.696 0.094 -4.283 0.10
H -6.597 -2.048 -3.047 0.10
H -5.021 -2.320 -1.173 0.07
Cl 6.045 -4.051 -1.530 0.61
C 4.663 -3.518 -0.625 -0.74
C 4.668 -3.564 0.756 -0.74
Cl 6.058 -4.156 1.611 0.61
C 3.541 -3.119 1.461 -0.64
Cl 3.540 -3.119 3.199 0.65
C 2.386 -2.643 0.832 -0.48
O 1.363 -2.222 1.534 -0.31
C 2.384 -2.593 -0.620 -0.49
O 1.358 -2.115 -1.286 -0.32
C 3.530 -3.028 -1.290 -0.64
Cl 3.522 -2.903 -3.025 0.65
C 4.823 1.954 -1.365 -0.20
N 3.502 2.540 -1.597 -0.15
C 3.278 3.582 -0.596 -0.21
N 3.429 3.138 0.791 -0.16
C 4.754 2.530 0.934 -0.20
N 5.028 1.449 -0.009 -0.15
C 4.183 0.277 0.255 -0.30
P 2.366 0.638 0.107 0.99
C 2.456 1.509 -1.529 -0.32
C 2.376 2.176 1.153 -0.33
H 5.571 2.728 -1.552 0.12
H 4.979 1.139 -2.074 0.13
H 2.275 3.991 -0.729 0.12
H 4.005 4.379 -0.772 0.12
H 4.862 2.150 1.952 0.12
H 5.499 3.313 0.774 0.12
H 4.378 -0.103 1.261 0.10
H 4.435 -0.527 -0.439 0.09
H 1.484 1.963 -1.736 0.08
H 2.630 0.757 -2.301 0.09
H 2.500 1.884 2.198 0.09
H 1.400 2.662 1.071 0.07
```